1.
ORCA calculation (ωB97M-V with the def2-TZVPD basis set) on a structure of composition C42H39N9O4PRbS.

Geometry as XYZ:
```
97
Properties=species:S:1:pos:R:3:forces:R:3
Rb -0.438 -0.405 1.261 -0.049 0.157 0.090
N -5.089 2.233 2.040 0.036 -0.027 0.031
C -4.480 1.557 0.967 -0.109 0.026 -0.132
S -5.372 0.288 0.212 0.067 0.024 0.052
N -3.341 2.054 0.601 0.092 -0.093 -0.096
N -2.596 1.335 -0.300 -0.020 -0.040 0.101
C -2.451 1.782 -1.484 -0.030 0.129 0.002
C -3.154 2.969 -2.052 0.123 0.005 0.002
C -4.534 3.116 -1.944 -0.056 0.024 -0.003
C -5.155 4.239 -2.476 -0.011 -0.052 0.031
C -4.413 5.224 -3.114 0.054 -0.004 -0.008
C -3.035 5.081 -3.225 -0.038 0.010 0.003
C -2.414 3.958 -2.700 0.001 -0.032 0.006
C -1.486 1.055 -2.358 0.000 0.021 0.166
C -1.760 0.880 -3.714 0.026 -0.040 -0.113
C -0.860 0.181 -4.499 -0.034 0.030 0.060
C 0.296 -0.311 -3.911 -0.004 0.014 0.001
C 0.486 -0.082 -2.556 0.055 -0.088 0.015
N -0.374 0.579 -1.790 -0.051 0.038 -0.077
H -5.797 1.648 2.456 -0.007 0.007 0.011
H -4.401 2.542 2.715 0.009 0.001 0.024
H -5.112 2.340 -1.452 0.005 0.001 -0.003
H -6.229 4.343 -2.381 0.002 0.009 -0.007
H -4.903 6.100 -3.522 -0.006 -0.002 0.002
H -2.445 5.847 -3.715 0.000 -0.001 0.001
H -1.338 3.847 -2.780 -0.003 0.003 0.002
H -2.677 1.278 -4.128 0.003 0.005 -0.003
H -1.061 0.014 -5.551 -0.001 0.002 -0.002
H 1.031 -0.866 -4.481 0.003 -0.002 0.005
H 1.375 -0.452 -2.054 -0.036 0.040 -0.003
C -0.973 5.789 2.978 0.016 0.033 0.005
C 0.359 6.184 3.048 -0.012 -0.034 -0.009
C 1.356 5.289 2.699 -0.002 0.010 0.002
C 1.020 4.007 2.277 -0.020 -0.127 -0.017
C -0.311 3.603 2.222 0.015 0.071 -0.052
C -1.303 4.505 2.569 0.024 -0.004 -0.009
N 2.126 3.175 1.916 0.031 0.150 0.089
N 1.823 2.090 1.414 -0.119 -0.100 -0.086
C 2.953 1.289 1.053 -0.104 -0.058 0.009
C 4.217 1.449 1.611 -0.030 0.011 -0.005
C 5.223 0.607 1.183 0.047 0.007 0.026
C 4.942 -0.350 0.217 0.006 -0.004 -0.015
C 3.647 -0.433 -0.265 -0.075 0.030 0.080
N 2.659 0.358 0.156 0.088 -0.017 -0.101
H -1.758 6.484 3.249 0.007 0.007 0.002
H 0.617 7.185 3.374 -0.005 0.004 0.003
H 2.404 5.562 2.740 0.000 -0.005 0.001
H -0.581 2.606 1.919 0.033 -0.075 0.022
H -2.335 4.185 2.512 -0.005 -0.012 -0.013
H 4.373 2.203 2.368 -0.003 0.005 -0.002
H 6.216 0.685 1.608 0.000 -0.005 -0.003
H 5.696 -1.040 -0.139 0.007 0.006 0.005
H 3.381 -1.185 -1.000 -0.011 0.001 -0.019
O -0.949 -5.254 2.111 0.022 0.026 -0.026
C -0.755 -4.318 1.326 0.058 0.100 0.113
O -0.411 -3.128 1.572 -0.024 -0.212 -0.048
C -0.941 -4.644 -0.175 -0.139 -0.098 -0.083
P -0.412 -3.269 -1.271 0.098 0.025 0.207
C 1.419 -3.511 -1.281 0.033 -0.010 0.014
C 2.150 -3.378 -2.464 0.038 0.010 -0.007
C 3.534 -3.515 -2.478 -0.064 0.015 -0.004
C 4.218 -3.782 -1.301 -0.004 -0.023 0.046
C 3.506 -3.888 -0.111 0.045 -0.001 -0.040
C 2.125 -3.747 -0.094 -0.009 0.020 -0.078
C -0.832 -4.039 -2.896 0.025 0.092 -0.081
C -0.322 -5.259 -3.344 -0.036 -0.031 -0.044
C -0.723 -5.794 -4.559 0.020 0.025 0.040
C -1.647 -5.117 -5.348 -0.014 0.024 -0.004
C -2.161 -3.904 -4.916 0.005 -0.016 -0.006
C -1.751 -3.368 -3.700 0.000 -0.040 -0.007
H -2.010 -4.796 -0.350 0.018 0.003 -0.011
H -0.440 -5.584 -0.418 0.004 -0.012 0.016
H 1.625 -3.181 -3.392 0.034 -0.008 0.003
H 4.075 -3.417 -3.412 -0.010 0.004 0.003
H 5.296 -3.895 -1.308 -0.003 -0.003 0.008
H 4.029 -4.076 0.820 0.002 -0.005 0.007
H 1.588 -3.795 0.845 -0.008 -0.012 0.007
H 0.401 -5.790 -2.735 -0.003 0.000 0.002
H -0.318 -6.743 -4.891 0.000 -0.002 0.002
H -1.964 -5.537 -6.295 0.002 -0.001 -0.002
H -2.882 -3.369 -5.523 0.002 -0.002 -0.004
H -2.149 -2.418 -3.363 -0.001 0.004 0.004
C 2.832 -0.928 5.486 -0.025 0.019 0.026
C 1.844 -0.462 4.444 0.040 -0.001 0.206
N 2.000 -0.750 3.205 -0.109 -0.012 -0.232
O 3.179 -1.521 2.975 0.013 0.060 0.049
C 0.688 0.315 4.897 0.058 -0.047 0.014
C 0.323 0.385 6.354 0.015 0.012 0.026
N -0.055 0.897 3.987 -0.014 0.102 -0.160
O -1.079 1.574 4.371 0.028 -0.030 0.037
H 3.837 -0.973 5.073 -0.001 0.008 -0.019
H 2.571 -1.933 5.829 0.004 -0.001 -0.018
H 2.817 -0.262 6.346 0.006 -0.010 0.002
H 3.101 -1.693 2.031 -0.010 -0.036 -0.007
H 0.576 -0.532 6.890 0.000 -0.003 -0.012
H -0.754 0.551 6.407 0.003 0.002 0.003
H 0.797 1.224 6.880 -0.010 0.003 -0.013
```
Forces are in eV/Å.

Computed properties:
HOMO-LUMO gap: 5.393 eV
total charge: -2
total energy: -3181.2591 a.u.
LUMO energy: 3.59 eV
molar mass: 882.34 g/mol
HOMO energy: -0.066 Eh

Löwdin population analysis, charges in e, atoms 1 to 6: atom 1 (Rb): 0.641, atom 2 (N): 0.015, atom 3 (C): -0.991, atom 4 (S): 0.385, atom 5 (N): -0.021, atom 6 (N): 0.028

***

2.
ORCA calculation (ωB97M-V with the def2-TZVPD basis set) on the molecule C3H5N5 in a non-equilibrium geometry.

Geometry as XYZ:
```
13
Properties=species:S:1:pos:R:3:forces:R:3
C 0.970 0.304 1.192 0.496 1.758 2.267
C -1.277 0.775 -0.312 -2.001 -3.401 0.807
C -0.377 -1.127 -1.163 -0.597 -0.032 -2.560
H 0.805 -1.531 1.760 -0.950 0.402 -2.834
H 1.337 0.694 2.316 -0.426 -2.313 -2.822
H 0.445 1.343 -1.724 -2.632 -0.216 4.708
H -2.087 1.097 0.582 2.430 -0.061 -2.790
H -0.205 -1.549 -2.231 -0.593 0.714 1.932
N 0.442 -0.944 0.917 0.611 0.722 5.169
N 1.027 1.344 0.457 -2.244 1.421 -1.007
N -0.085 1.413 -0.580 3.990 0.625 -3.139
N -1.554 -0.410 -0.858 1.147 1.959 1.316
N 0.559 -1.407 -0.355 0.769 -1.579 -1.047
```
Forces are in eV/Å.

Computed properties:
HOMO-LUMO gap: 8.488 eV
total energy: -390.8752 a.u.
structure (SMILES): c1nc[nH]nc[nH]n1
LUMO energy: 0.03 eV
molar mass: 111.11 g/mol
HOMO energy: -0.311 Eh

Löwdin population analysis, charges in e, atoms 1 to 6: atom 1 (C): -0.286, atom 2 (C): -0.262, atom 3 (C): -0.267, atom 4 (H): 0.173, atom 5 (H): 0.174, atom 6 (H): 0.245

***

3.
ORCA calculation (ωB97M-V with the def2-TZVPD basis set) on the molecule C15H24N2O7S in a non-equilibrium geometry.

Geometry as XYZ:
```
49
Properties=species:S:1:pos:R:3:forces:R:3
O 1.266 0.512 2.766 0.900 1.397 0.006
O 4.489 3.458 0.129 -1.009 -2.483 -0.121
O 1.158 -3.228 0.977 0.551 -2.358 -1.056
O -0.289 1.073 -2.175 0.939 0.372 2.291
O 4.569 1.421 -0.865 -1.011 0.949 1.638
O -1.853 -0.236 1.280 0.183 1.851 -0.885
O 0.915 -1.172 -2.495 0.772 -1.776 -0.618
S -0.042 1.947 0.274 -0.371 0.684 1.113
C 1.634 1.643 3.088 0.359 -1.112 -1.496
C 3.998 2.326 0.010 1.330 2.481 0.667
C 0.702 -2.693 -0.013 -0.595 0.290 1.837
C -0.136 0.752 -0.980 -1.825 -0.372 -3.694
N 2.557 2.385 2.272 -0.924 -2.485 -1.605
N 0.490 -1.363 0.205 -0.302 2.028 1.868
C 1.039 2.217 4.350 2.064 -1.231 1.474
C -4.296 -1.264 -0.628 2.721 -1.461 -1.580
C -3.617 1.154 -0.668 1.736 -1.397 -0.027
C -3.072 -0.324 -0.965 -1.169 0.441 -1.452
C 1.554 2.637 -0.071 0.829 -0.642 1.640
C 0.824 -4.200 -2.163 0.092 1.518 -0.963
C -1.859 -0.803 -0.089 -1.031 2.130 1.392
C -0.234 -1.680 -1.852 -0.991 0.856 -2.671
C 2.680 1.972 0.774 -0.251 -0.354 0.929
C 0.040 -3.133 -1.347 2.738 1.525 0.533
C -0.426 -0.686 -0.660 -0.850 -3.104 0.442
H 5.408 1.866 -1.094 -0.313 -0.186 -0.206
H -1.605 0.756 1.288 -0.660 -2.453 -0.080
H 0.795 -0.236 -2.642 -0.281 0.143 -0.434
H 2.825 3.306 2.509 0.123 0.941 0.224
H 0.390 -1.201 1.230 0.451 0.278 -1.127
H 0.672 3.198 4.204 -0.607 1.018 -0.052
H 1.849 2.262 5.185 -1.313 -0.037 -1.384
H 0.281 1.463 4.649 0.381 0.860 -0.097
H -5.173 -0.985 -1.179 -0.368 0.046 -0.365
H -4.514 -1.250 0.422 0.000 -0.088 0.603
H -3.914 -2.312 -0.967 -1.217 1.442 0.789
H -4.550 1.415 -1.171 -0.065 -0.547 0.277
H -3.671 1.156 0.440 -0.353 0.555 -0.679
H -2.899 1.879 -1.042 0.221 0.292 0.315
H -2.775 -0.494 -2.117 -0.749 0.618 2.524
H 1.523 3.699 0.033 0.105 0.666 0.139
H 1.757 2.377 -1.050 0.354 -0.117 -2.368
H 1.818 -3.849 -2.457 -0.199 0.112 0.081
H 0.298 -4.472 -3.095 0.055 0.176 0.446
H 0.969 -5.088 -1.585 -0.123 -0.457 0.568
H -2.145 -1.796 0.193 0.672 -1.043 -0.383
H -1.136 -1.669 -2.544 1.004 0.005 0.585
H 2.554 0.875 0.736 -0.067 0.520 0.212
H -0.848 -3.616 -1.103 -1.937 -0.492 0.751
```
Forces are in eV/Å.

Computed properties:
HOMO-LUMO gap: 8.651 eV
total energy: -1620.2932 a.u.
structure (SMILES): CC(=O)N[C@@H](CSC(=O)[C@]1([C@@H](O)C(C)C)NC(=O)[C@H](C)[C@@H]1O)C(=O)O
LUMO energy: -0.59 eV
molar mass: 376.43 g/mol
HOMO energy: -0.340 Eh

Löwdin population analysis, charges in e, atoms 1 to 6: atom 1 (O): 0.012, atom 2 (O): 0.074, atom 3 (O): 0.079, atom 4 (O): 0.042, atom 5 (O): 0.103, atom 6 (O): -0.088

***

4.
ORCA calculation (ωB97M-V with the def2-TZVPD basis set) on the molecule C17H17FN2O4S in a non-equilibrium geometry.

Geometry as XYZ:
```
42
Properties=species:S:1:pos:R:3:forces:R:3
C -5.652 -2.319 0.318 -0.136 -0.023 -0.285
C -4.768 -1.364 -0.441 -0.264 -0.184 0.065
O -4.988 -1.063 -1.592 0.034 -0.026 0.017
C -3.597 -0.804 0.290 0.545 0.330 -0.020
C -2.621 -0.167 -0.470 0.014 0.013 0.030
C -1.492 0.384 0.126 -0.616 -0.288 0.694
C -1.362 0.317 1.511 -0.036 -0.154 0.022
C -2.341 -0.302 2.270 -0.039 0.027 0.033
C -3.451 -0.872 1.674 -0.041 -0.013 -0.173
H -4.197 -1.351 2.287 -0.086 -0.079 0.050
H -2.224 -0.350 3.342 0.012 0.002 0.086
H -0.490 0.736 1.985 0.020 -0.066 0.092
N -0.535 1.042 -0.664 0.472 0.979 0.044
S 0.317 2.343 -0.052 -0.816 0.494 0.199
O 1.119 2.839 -1.137 -0.073 0.111 -0.368
O 1.012 2.045 1.165 -0.176 -0.044 0.132
C -1.012 3.513 0.290 0.589 -0.558 -0.203
H -0.568 4.399 0.725 0.174 0.057 0.086
H -1.490 3.745 -0.652 -0.084 0.012 -0.156
H -1.705 3.053 0.982 -0.113 -0.077 0.122
C -0.001 0.399 -1.851 0.431 -0.218 -0.293
H 0.338 1.181 -2.532 -0.071 -0.187 -0.073
H -0.777 -0.202 -2.325 0.120 0.097 0.103
C 1.160 -0.528 -1.451 -0.274 0.264 -0.342
O 1.026 -1.730 -1.394 -0.052 -0.278 0.016
N 2.281 0.168 -1.149 0.094 0.350 -0.068
C 3.486 -0.304 -0.620 0.324 -0.257 0.153
C 3.764 -1.659 -0.460 -0.146 0.022 -0.058
C 4.981 -2.058 0.062 0.317 0.220 0.128
C 5.910 -1.099 0.418 -0.145 0.005 -0.059
C 5.655 0.253 0.270 0.119 -0.223 0.045
C 4.438 0.646 -0.251 -0.142 -0.186 -0.034
H 4.212 1.696 -0.368 -0.001 0.138 -0.002
H 6.400 0.977 0.561 0.078 0.060 0.032
F 7.101 -1.489 0.925 -0.043 0.024 -0.014
H 5.212 -3.103 0.192 0.039 -0.098 0.018
H 3.027 -2.392 -0.741 -0.013 -0.011 -0.012
H 2.223 1.179 -1.221 0.003 -0.236 -0.143
H -2.773 -0.115 -1.537 -0.022 0.026 -0.093
H -5.056 -3.101 0.782 0.026 -0.058 0.108
H -6.373 -2.761 -0.364 0.007 0.025 -0.009
H -6.188 -1.781 1.097 -0.031 0.010 0.133
```
Forces are in eV/Å.

Computed properties:
HOMO-LUMO gap: 8.366 eV
total energy: -1566.5486 a.u.
structure (SMILES): CC(=O)c1cccc(N(CC(=O)Nc2ccc(F)cc2)S(C)(=O)=O)c1
LUMO energy: 0.00 eV
molar mass: 364.40 g/mol
HOMO energy: -0.307 Eh

Löwdin population analysis, charges in e, atoms 1 to 6: atom 1 (C): -0.014, atom 2 (C): -0.401, atom 3 (O): 0.092, atom 4 (C): -0.145, atom 5 (C): 0.060, atom 6 (C): -0.241

***

5.
ORCA calculation (ωB97M-V with the def2-TZVPD basis set) on a structure of composition C11H8MnN3OS6.

Geometry as XYZ:
```
30
Properties=species:S:1:pos:R:3:forces:R:3
Mn -0.095 -0.273 -0.522 -0.238 0.124 -0.473
C -4.456 -0.767 2.650 0.069 0.085 0.185
S -3.132 -1.998 2.584 0.000 -0.061 -0.278
C -1.954 -1.105 1.635 -0.043 -0.034 0.102
S -1.161 -1.976 0.328 0.015 -0.194 0.059
N -1.655 0.107 1.952 -0.226 0.088 0.109
N -0.734 0.659 1.103 0.540 -0.550 0.160
C 0.306 1.208 1.620 0.073 0.360 -0.021
C 1.299 1.779 0.702 0.135 0.080 -0.193
C 2.306 2.629 1.113 -0.060 0.009 0.008
C 3.170 3.136 0.151 0.024 0.010 -0.065
C 3.008 2.762 -1.173 0.011 0.042 0.048
C 1.998 1.872 -1.502 -0.093 0.027 -0.067
N 1.158 1.399 -0.588 0.089 -0.319 0.319
H -5.242 -1.219 3.251 -0.001 -0.009 0.001
H -4.833 -0.571 1.650 0.010 0.011 -0.001
H -4.113 0.145 3.129 -0.011 0.004 -0.008
H 0.492 1.238 2.689 -0.329 0.130 0.056
H 2.406 2.895 2.157 -0.007 -0.001 0.000
H 3.961 3.816 0.434 0.003 -0.004 0.001
H 3.663 3.139 -1.945 -0.003 0.000 -0.004
H 1.848 1.528 -2.517 0.018 -0.032 0.008
O -0.925 -1.537 -7.065 0.001 -0.001 -0.007
C -0.757 -1.317 -5.914 -0.028 0.024 0.004
S -1.815 -0.220 -4.957 0.057 -0.057 0.024
C -0.967 -0.405 -3.468 -0.253 0.148 0.067
C 0.150 -1.246 -3.454 0.216 -0.166 0.030
S 1.069 -1.584 -2.069 -0.206 0.232 0.012
S 0.571 -2.021 -4.945 -0.026 0.025 0.051
S -1.558 0.423 -2.093 0.261 0.029 -0.130
```
Forces are in eV/Å.

Computed properties:
multiplicity: 4
HOMO-LUMO gap (spin up / spin down): 6.016 / 6.168 eV
total charge: +1
total energy: -4203.3664 a.u.
LUMO energy (spin up / spin down): -5.20 / -5.69 eV
molar mass: 445.55 g/mol
HOMO energy (spin up / spin down): -0.412 / -0.436 Eh

Löwdin population analysis, charges in e, atoms 1 to 6: atom 1 (Mn): 0.060, atom 2 (C): -0.369, atom 3 (S): 0.867, atom 4 (C): -1.020, atom 5 (S): 0.693, atom 6 (N): -0.019

***

6.
ORCA calculation (ωB97M-V with the def2-TZVPD basis set) on a cluster of 2 separate species, C8H8F3N3 in total in a non-equilibrium geometry.

Geometry as XYZ:
```
22
Properties=species:S:1:pos:R:3:forces:R:3
C 0.915 1.219 1.831 -3.025 2.183 0.673
C -0.410 1.785 1.719 2.584 -0.901 -0.639
C 1.123 0.014 1.268 3.443 -1.531 -0.146
C -1.341 1.204 0.922 -3.898 2.183 0.583
C 0.129 -0.603 0.563 -2.377 0.615 -2.033
C -1.142 0.037 0.312 3.809 -1.692 1.166
C 0.105 -1.744 -0.307 2.818 -0.109 -0.476
C 1.107 -2.875 0.063 -1.017 -0.700 -0.739
N -1.936 -0.773 -0.367 -0.782 -2.292 -1.271
N -1.201 -1.951 -0.635 0.818 0.791 1.867
N 1.115 -1.153 -2.324 -2.924 1.391 1.565
F 0.964 -3.229 1.361 -0.327 0.045 -0.289
F 0.849 -3.973 -0.693 0.161 0.425 0.379
F 2.397 -2.576 -0.069 -0.344 0.351 -0.255
H 1.509 1.911 2.405 1.099 -0.765 -0.020
H -0.488 2.742 2.148 -0.776 0.923 0.526
H 2.153 -0.478 1.253 -1.521 0.735 0.264
H -2.404 1.511 0.816 0.901 0.777 0.343
H -2.673 -0.669 -1.045 0.034 0.909 0.318
H -1.474 -2.383 -1.452 -0.252 -1.243 -2.035
H 1.932 -1.644 -2.478 2.162 -1.967 -0.196
H 1.514 -0.204 -2.257 -0.584 -0.129 0.415
```
Forces are in eV/Å.

Computed properties:
HOMO-LUMO gap (spin up / spin down): 7.156 / 7.181 eV
total energy: -773.3729 a.u.
LUMO energy (spin up / spin down): -0.07 / -0.07 eV
molar mass: 203.17 g/mol
HOMO energy (spin up / spin down): -0.265 / -0.266 Eh

Löwdin population analysis, charges in e, atoms 1 to 6: atom 1 (C): -0.061, atom 2 (C): -0.048, atom 3 (C): -0.039, atom 4 (C): -0.051, atom 5 (C): -0.115, atom 6 (C): -0.234

***

Question: What is the total energy in the third record?
Answer: -1620.2932 a.u.

***

Question: total energy of number 1 (C42H39N9O4PRbS)?
Answer: -3181.2591 a.u.

***

Question: The highest total energy belongs to which entry?
Answer: C3H5N5

***

Question: The highest total energy belongs to which entry?
Answer: C3H5N5